{
  "formula": "C3H10N4",
  "method": "ωB97M-V/def2-TZVPD",
  "e_above_lowest_kcal_mol": 16.51,
  "homo_energy_ev": -19.34,
  "e_lumo_ev": -7.514,
  "smiles": "N/C=[NH+]/CC(N)=[NH2+]",
  "gap_ha": 0.4347,
  "energy_ev": -9216.189,
  "total_charge": 2,
  "elements": ["N", "C", "N", "C", "C", "N", "N", "H", "H", "H", "H", "H", "H", "H", "H", "H", "H"],
  "xyz": [[-3.258, -0.375, -0.070], [-2.050, 0.033, 0.246], [-0.990, 0.372, -0.480], [0.190, 0.863, 0.180], [1.734, -0.146, 0.005], [2.829, 0.514, -0.147], [1.654, -1.416, 0.138], [-3.955, -0.709, 0.563], [-3.467, -0.486, -1.061], [-1.777, 0.282, 1.338], [-0.832, 0.382, -1.468], [0.299, 1.847, -0.192], [0.156, 0.901, 1.232], [3.028, 1.493, -0.047], [3.713, 0.041, -0.078], [0.825, -1.852, -0.195], [2.545, -1.825, 0.364]],
  "forces_ev_per_angstrom": [[2.0, 0.4, -1.8], [0.0, 0.7, 2.5], [0.3, -0.9, 0.7], [2.8, -1.9, -1.2], [-4.1, 4.4, -0.3], [1.4, 0.1, 0.6], [0.6, 0.1, 0.2], [-0.2, 0.1, 0.8], [-0.2, -0.1, 0.2], [-1.2, -1.0, -1.5], [-1.0, -0.3, -0.8], [1.2, 1.0, -0.4], [-0.5, -0.1, 1.3], [-1.0, 0.7, 0.0], [0.4, -0.7, -0.2], [-0.3, -1.1, 0.3], [-0.1, -1.4, -0.3]],
  "lowdin_charge": [0.244, -0.091, 0.051, 0.019, -0.236, 0.244, 0.242, 0.153, 0.161, 0.199, 0.174, 0.119, 0.108, 0.157, 0.154, 0.140, 0.161]
}